1.
{"formula": "C28H29BN7PZn", "method": "the ωB97M-V functional and the def2-TZVPD basis", "symbols": ["C", "N", "N", "C", "C", "B", "N", "N", "C", "C", "C", "Zn", "N", "N", "C", "C", "C", "H", "H", "H", "H", "H", "H", "H", "H", "H", "H", "H", "C", "H", "H", "H", "N", "P", "C", "C", "C", "C", "C", "C", "C", "C", "C", "C", "C", "C", "C", "C", "C", "C", "C", "C", "H", "H", "H", "H", "H", "H", "H", "H", "H", "H", "H", "H", "H", "H", "H"], "coordinates": [[-2.17936, -1.66882, -1.77007], [-1.52096, -0.57326, -2.21147], [-1.57098, -0.61064, -3.59323], [-2.33125, -1.64971, -3.99330], [-2.71059, -2.36194, -2.86942], [-0.82902, 0.41134, -4.49858], [-1.18498, 1.82097, -3.94033], [-1.11821, 2.17024, -2.59497], [-1.55518, 3.44200, -2.49929], [-1.92354, 3.91293, -3.76737], [-1.71045, 2.84879, -4.63842], [-0.68289, 0.95844, -0.90200], [0.70779, 0.13336, -4.40275], [1.19983, 0.23546, -3.12409], [2.48138, -0.09343, -3.15316], [2.86148, -0.38686, -4.48466], [1.70287, -0.23081, -5.23024], [3.05688, -0.11236, -2.22492], [1.50380, -0.35097, -6.28342], [3.83854, -0.66003, -4.80238], [-1.15934, 0.28505, -5.63754], [-1.87667, 2.75695, -5.69952], [-2.51431, -1.80840, -5.04413], [-2.30795, 4.89127, -3.99183], [-3.33393, -3.24433, -2.83770], [-1.58640, 3.96838, -1.54694], [-2.18616, -1.95199, -0.71919], [0.67343, 2.98449, 0.12445], [-0.37510, 2.86772, 0.49503], [-0.91643, 3.82360, 0.34673], [-1.12797, 2.15776, -0.01846], [-0.33268, 2.61078, 1.56876], [0.50387, -0.15360, 0.15760], [0.43635, -0.42339, 1.70096], [1.31260, 0.85011, 2.67669], [1.05167, 1.08872, 4.03059], [1.83808, 2.01180, 4.72876], [2.84181, 2.73381, 4.07372], [3.07838, 2.52233, 2.70957], [2.33219, 1.55652, 2.01862], [-1.29464, -0.68938, 2.23002], [-2.31111, 0.04979, 1.59078], [-3.63367, -0.40707, 1.56376], [-3.99576, -1.52546, 2.33599], [-3.01178, -2.20511, 3.07222], [-1.66461, -1.81420, 2.99100], [1.37952, -1.89586, 2.18985], [1.52227, -2.27339, 3.53515], [2.31323, -3.37983, 3.86336], [2.98805, -4.07121, 2.85253], [2.87030, -3.67550, 1.51704], [2.05616, -2.58564, 1.18050], [0.23479, 0.56124, 4.53474], [1.66800, 2.16565, 5.79914], [3.44610, 3.46151, 4.62276], [3.83473, 3.10069, 2.17735], [2.51155, 1.36265, 0.95826], [-2.08589, 0.99374, 1.07911], [-4.36833, 0.11271, 0.95473], [-5.02652, -1.85000, 2.35552], [-3.28825, -3.04487, 3.69804], [-0.90758, -2.38958, 3.51568], [1.02165, -1.70641, 4.32520], [2.39440, -3.68526, 4.90862], [3.60844, -4.92866, 3.11496], [3.41171, -4.21054, 0.73076], [1.94064, -2.23232, 0.15084]], "mulliken_charge": [-0.193, 0.205, -0.234, -0.027, -1.168, 0.432, -0.260, 0.437, 0.052, -1.145, -0.086, -0.288, 0.047, -0.025, -0.043, -0.916, 0.012, 0.487, 0.507, 0.461, -0.069, 0.468, 0.464, 0.422, 0.408, 0.336, 0.492, 0.363, -1.027, 0.607, 0.406, 0.406, -0.060, 0.922, 0.691, -0.183, -0.754, -0.523, -0.736, -0.290, 0.832, -0.152, -0.803, -0.622, -0.720, -0.571, 0.508, -0.372, -0.794, -0.562, -0.599, -0.419, 0.393, 0.411, 0.410, 0.440, 0.443, -0.077, 0.454, 0.450, 0.457, 0.381, 0.355, 0.414, 0.395, 0.411, 0.342], "total_charge": 2, "de_lowest_kj_mol": 0.0, "fmax_ev_per_a": 4.4, "energy_ha": -3612.60798, "e_homo_ha": [-0.5198, -0.5195]}


2.
{"formula": "C28H29BrN8O2PSTi", "method": "the ωB97M-V functional and the def2-TZVPD basis", "symbols": ["Ti", "C", "N", "C", "C", "N", "C", "P", "C", "N", "C", "C", "N", "C", "C", "N", "C", "C", "N", "C", "H", "H", "H", "H", "H", "H", "H", "H", "H", "H", "H", "H", "H", "H", "H", "Br", "C", "C", "C", "C", "C", "C", "C", "C", "C", "C", "H", "H", "H", "H", "H", "H", "C", "C", "C", "C", "N", "C", "S", "N", "C", "H", "H", "H", "H", "H", "H", "H", "H", "O", "O"], "coordinates": [[0.36526, -0.05670, 0.10035], [3.40906, -4.41412, -1.59221], [2.20803, -3.63698, -1.26731], [0.93197, -4.10286, -1.43242], [0.12595, -3.14107, -0.90085], [0.89425, -2.06685, -0.49553], [2.16803, -2.44005, -0.71683], [3.68345, -1.44230, -0.46438], [3.10792, -0.03413, -1.47123], [1.92995, 0.57650, -1.32047], [1.98658, 1.72581, -2.03478], [3.19630, 1.81914, -2.66375], [3.89087, 0.68651, -2.28358], [5.24323, 0.36392, -2.70724], [3.27086, -0.72750, 1.11764], [2.11913, -0.11791, 1.43787], [2.15508, 0.09568, 2.77450], [3.32998, -0.36726, 3.27787], [4.02420, -0.90734, 2.22226], [5.31702, -1.63602, 2.30002], [3.22736, -4.88931, -2.54129], [4.27999, -3.75789, -1.69726], [3.56495, -5.14277, -0.80573], [0.68798, -5.04558, -1.86833], [-0.95375, -3.15252, -0.83232], [1.15126, 2.41588, -2.00126], [3.58461, 2.50839, -3.37800], [5.30368, 0.58282, -3.76166], [5.97204, 0.99119, -2.17956], [5.40946, -0.69106, -2.51767], [1.29784, 0.55415, 3.27847], [3.74116, -0.40038, 4.27958], [6.01349, -1.03442, 2.88030], [5.13103, -2.59683, 2.78182], [5.77568, -1.79797, 1.32462], [0.36333, 2.52987, 1.19403], [-1.09389, 3.16793, 0.12654], [-1.54919, 4.43971, 0.32101], [-2.53710, 4.95484, -0.54080], [-2.98160, 4.20163, -1.60986], [-2.52546, 2.87996, -1.77181], [-2.93259, 2.09921, -2.87858], [-2.37863, 0.87321, -3.12959], [-1.40568, 0.34836, -2.21045], [-0.98101, 1.01392, -1.08221], [-1.53081, 2.30865, -0.87265], [-1.16429, 5.02637, 1.13883], [-2.86661, 5.95421, -0.40902], [-3.69315, 4.63010, -2.30346], [-3.68468, 2.53214, -3.52614], [-2.66251, 0.29418, -4.00229], [-0.98430, -0.61937, -2.47532], [-4.44996, 2.24710, 1.94859], [-4.30819, 0.78006, 1.70579], [-4.50167, -0.19978, 2.68006], [-4.21610, -1.52665, 2.41933], [-3.86611, -1.90462, 1.17632], [-3.76675, -0.98921, 0.24443], [-3.49078, -1.51636, -1.39397], [-3.93362, 0.34897, 0.52101], [-4.10775, -2.57185, 3.48986], [-4.61738, 2.44007, 3.00444], [-5.27847, 2.66464, 1.35520], [-3.51882, 2.73776, 1.60640], [-4.77587, 0.09777, 3.67763], [-3.78100, 1.02903, -0.21789], [-4.57868, -2.16296, 4.39070], [-3.04605, -2.74854, 3.63673], [-4.57136, -3.51781, 3.19174], [-0.70946, -0.30444, 1.33039], [-1.41770, -0.25825, 2.42339]], "mulliken_charge": [-0.276, -0.890, 0.108, -0.677, -0.660, 0.657, 0.187, -0.524, 0.011, 0.825, -0.405, -0.880, 0.129, -0.910, -0.070, 0.716, -0.481, -0.799, 0.159, -0.906, 0.368, 0.348, 0.323, 0.506, 0.417, 0.436, 0.502, 0.370, 0.307, 0.367, 0.416, 0.480, 0.363, 0.343, 0.345, -0.077, 0.521, -0.820, -0.654, -1.104, 1.148, -0.780, -1.115, -0.888, 1.125, 0.139, 0.480, 0.527, 0.467, 0.448, 0.505, 0.583, -1.089, 1.302, -0.912, 0.817, -0.400, 0.177, -0.004, 0.096, -1.169, 0.405, 0.346, 0.142, 0.392, -0.127, 0.363, 0.274, 0.360, 0.008, -0.689], "total_charge": 2, "de_lowest_kj_mol": 205.3, "multiplicity": 2, "fmax_ev_per_a": 2.0, "energy_ha": -5835.42727, "e_homo_ha": [-0.4704, -0.4691]}


3.
{"formula": "C28H29Cl2F5NO7S2Ti", "method": "the ωB97M-V functional and the def2-TZVPD basis", "symbols": ["Ti", "C", "C", "C", "C", "C", "C", "C", "C", "C", "C", "H", "H", "H", "H", "H", "H", "H", "H", "H", "H", "H", "H", "H", "H", "O", "S", "O", "O", "C", "C", "C", "C", "C", "C", "S", "O", "O", "O", "H", "H", "H", "H", "C", "C", "C", "C", "C", "N", "H", "H", "H", "H", "H", "H", "H", "H", "H", "F", "C", "C", "F", "C", "F", "C", "O", "C", "F", "C", "F", "Cl", "C", "Cl", "H", "H"], "coordinates": [[-0.81177, -0.30473, 0.50155], [2.23439, -1.10607, 3.71812], [1.25285, -2.26576, 3.49206], [1.83197, -3.24114, 2.46491], [-0.16915, -1.81713, 3.20042], [-0.85325, -1.11287, 4.19963], [-2.22768, -0.98762, 4.18373], [-2.99565, -1.53386, 3.15408], [-4.48924, -1.53563, 3.24210], [-2.32441, -2.14977, 2.10515], [-0.92133, -2.28215, 2.10738], [2.72779, -0.83985, 2.78738], [3.00376, -1.40688, 4.42368], [1.74123, -0.22302, 4.11276], [1.16313, -2.80671, 4.44357], [1.84662, -2.80802, 1.46567], [1.27120, -4.17218, 2.43354], [2.85508, -3.48805, 2.74021], [-0.30936, -0.75024, 5.06102], [-2.72761, -0.52612, 5.02329], [-4.81318, -2.32375, 3.92350], [-4.94137, -1.71388, 2.26977], [-4.84083, -0.58240, 3.63025], [-2.90102, -2.65040, 1.33271], [-0.49508, -3.02439, 1.43729], [-1.19891, 0.92984, 1.85248], [-2.62402, 1.16711, 1.46277], [-3.52904, 1.19528, 2.55756], [-2.79293, 0.01662, 0.51177], [-3.01960, 2.54215, 0.40393], [-4.36071, 2.89945, 0.43842], [-4.87062, 3.75790, -0.52387], [-4.04136, 4.25264, -1.51946], [-2.69817, 3.90079, -1.54423], [-2.19493, 3.03584, -0.58749], [-0.49470, 2.51776, -0.59786], [0.08016, 2.87345, 0.65634], [0.15538, 2.97184, -1.78701], [-0.68140, 0.99567, -0.66159], [-4.97910, 2.48550, 1.21804], [-5.91400, 4.02966, -0.49832], [-4.44593, 4.90574, -2.27712], [-2.02688, 4.26537, -2.30539], [2.93502, 1.85984, -3.14238], [2.00404, 1.04700, -4.05585], [2.79641, 0.01896, -4.88348], [1.19486, 1.99268, -4.95417], [1.09046, 0.30354, -3.22398], [0.39767, -0.36112, -2.59442], [3.65238, 2.40910, -3.74968], [3.48222, 1.20665, -2.46448], [2.35139, 2.56986, -2.55781], [3.62418, 0.51757, -5.38093], [2.16185, -0.44496, -5.63561], [3.19770, -0.76868, -4.24881], [1.87238, 2.55821, -5.58878], [0.62804, 2.68544, -4.33533], [0.50938, 1.43598, -5.59030], [5.79849, 0.41713, -0.34907], [4.53440, 0.02255, -0.27468], [4.10059, -1.06539, -1.03349], [4.95488, -1.69033, -1.83722], [2.77381, -1.48609, -0.97174], [2.37508, -2.52000, -1.71755], [1.85458, -0.83787, -0.13221], [0.59484, -1.19638, 0.03422], [2.33159, 0.24633, 0.61910], [1.38936, 0.77620, 1.44564], [3.64303, 0.69247, 0.57047], [4.06168, 1.70838, 1.30911], [-1.95787, -1.79753, -1.32053], [-0.93801, -3.07892, -2.06833], [-0.10348, -3.95896, -0.80758], [-0.20043, -2.57802, -2.70137], [-1.58087, -3.77364, -2.61149]], "mulliken_charge": [-0.028, -1.501, 0.645, -1.858, 0.733, -0.800, -0.502, 0.701, -1.731, -0.869, -0.828, 0.134, 0.499, 0.418, 0.733, 0.296, 0.413, 0.460, 0.556, 0.441, 0.404, 0.368, 0.375, 0.416, 0.676, -0.321, 1.623, -0.584, -0.744, 0.087, -0.992, -0.722, -0.651, -0.599, -0.234, 1.827, -0.631, -0.759, 0.606, 0.598, 0.429, 0.435, 0.575, -1.308, 2.220, -1.637, -1.704, -0.495, -0.321, 0.559, 0.159, 0.208, 0.437, 0.398, 0.256, 0.447, 0.243, 0.408, -0.331, 0.431, 0.546, -0.357, -0.153, -0.384, 1.129, 0.883, -1.015, -0.305, 0.567, -0.344, -0.021, -0.103, -0.068, 0.053, 0.505], "total_charge": 1, "de_lowest_kj_mol": 254.7, "fmax_ev_per_a": 3.0, "energy_ha": -4731.17242, "e_homo_ha": -0.4327}


Number 3 is which compound?
C28H29Cl2F5NO7S2Ti